This record from the OMol25 dataset describes 2 unconnected molecules or ions with the total composition C3H6NO2. The level of theory is ωB97M-V/def2-TZVPD.

Cartesian coordinates (Å):
C1 0.370 -0.309 2.395
C2 0.709 -0.904 0.259
N1 0.966 -1.191 1.486
H1 -0.176 -0.773 3.369
H2 1.084 0.585 2.740
H3 -0.381 0.360 1.991
H4 1.299 -1.519 -0.542
H5 0.261 0.053 0.117
O1 -1.531 1.960 -2.302
C3 -1.026 0.945 -2.967
O2 0.168 0.482 -2.923
H6 -1.743 0.311 -3.624

Forces on the atoms, in the same order (eV/Å):
C -0.6 2.8 4.2
C 3.1 -1.8 0.8
N -0.3 -0.8 -1.9
H 1.8 0.7 -2.3
H -0.8 -2.4 -0.2
H -0.8 -0.2 -0.7
H -1.6 1.3 1.3
H -0.8 0.5 -1.1
O 0.7 -3.9 -3.1
C 1.9 2.7 3.5
O -3.3 0.4 -1.0
H 0.6 0.8 0.6

- spin multiplicity = 2
- net charge = 0
- ΔE to the lowest compared entry with this formula, charge and spin (eV) = 3.389
- HOMO-LUMO gap (spin up / spin down) (Eh) = 0.392 / 0.198

Löwdin atomic charge list, values in e, 4 entries: atom 1 (C): -0.240, atom 2 (C): -0.067, atom 3 (N): -0.108, atom 4 (H): 0.118